1.
{
  "formula": "C31H41Cl12F18NO13",
  "method": "ωB97M-V with the def2-TZVPD basis set",
  "lumo_energy_ev": -0.237,
  "homo_lumo_gap_ev": 9.1,
  "homo_energy_ev": -9.3,
  "elements": ["C", "C", "O", "C", "O", "C", "F", "F", "F", "H", "H", "H", "H", "H", "C", "C", "O", "C", "O", "C", "F", "F", "F", "H", "H", "H", "H", "H", "C", "C", "O", "C", "O", "C", "F", "F", "F", "H", "H", "H", "H", "H", "C", "C", "O", "C", "O", "C", "F", "F", "F", "H", "H", "H", "H", "H", "C", "C", "O", "C", "O", "C", "F", "F", "F", "H", "H", "H", "H", "H", "C", "C", "O", "C", "O", "C", "F", "F", "F", "H", "H", "H", "H", "H", "Cl", "C", "Cl", "Cl", "H", "Cl", "C", "Cl", "Cl", "H", "Cl", "C", "Cl", "Cl", "H", "Cl", "C", "Cl", "Cl", "H", "C", "N", "C", "C", "O", "H", "H", "H", "H", "H", "H", "H"],
  "coordinates": [[14.09, 3.42, 28.39], [13.13, 2.19, 28.74], [12.64, 1.70, 27.58], [13.22, 0.76, 26.94], [14.07, 0.03, 27.46], [12.81, 0.57, 25.48], [12.87, -0.72, 25.30], [11.61, 1.15, 25.24], [13.80, 1.21, 24.72], [14.00, 4.27, 29.06], [13.99, 3.78, 27.37], [15.10, 3.07, 28.59], [12.31, 2.68, 29.26], [13.50, 1.40, 29.39], [8.44, 3.09, 24.28], [9.46, 4.14, 24.74], [10.47, 4.36, 23.75], [11.76, 4.53, 24.14], [12.25, 4.68, 25.28], [12.67, 4.82, 22.85], [13.51, 3.85, 22.58], [11.96, 5.04, 21.75], [13.41, 5.94, 23.00], [7.84, 3.36, 23.41], [7.66, 2.93, 25.02], [8.84, 2.09, 24.12], [9.86, 3.61, 25.61], [8.94, 5.03, 25.10], [8.46, 6.10, 28.67], [7.98, 7.42, 29.34], [8.19, 7.69, 30.67], [9.36, 8.12, 31.18], [10.38, 8.30, 30.53], [9.28, 8.42, 32.63], [8.11, 8.17, 33.11], [10.08, 7.72, 33.45], [9.52, 9.69, 32.79], [8.19, 5.22, 29.26], [9.55, 6.09, 28.54], [8.03, 5.86, 27.70], [6.90, 7.47, 29.20], [8.24, 8.34, 28.81], [12.94, 7.26, 27.93], [14.49, 7.30, 27.84], [14.77, 8.15, 26.68], [16.14, 8.44, 26.39], [17.15, 8.11, 27.05], [16.31, 9.43, 25.23], [15.08, 9.75, 24.61], [16.83, 10.65, 25.62], [17.14, 8.84, 24.31], [12.46, 8.23, 28.01], [12.75, 6.67, 28.83], [12.60, 6.74, 27.03], [14.81, 6.32, 27.48], [15.02, 7.61, 28.74], [9.09, 8.03, 20.98], [10.10, 7.67, 19.89], [11.24, 8.49, 19.81], [12.43, 8.11, 20.18], [12.78, 6.95, 20.46], [13.38, 9.32, 20.26], [13.65, 9.68, 21.53], [14.57, 9.02, 19.89], [12.98, 10.42, 19.64], [8.09, 7.59, 20.93], [8.91, 9.10, 20.85], [9.47, 7.85, 21.98], [9.67, 7.63, 18.89], [10.52, 6.67, 20.02], [5.53, 3.69, 26.71], [4.71, 3.18, 27.95], [3.28, 3.32, 27.66], [2.65, 2.43, 26.81], [3.14, 1.42, 26.25], [1.10, 2.67, 26.58], [0.74, 2.35, 25.25], [0.53, 1.71, 27.41], [0.65, 3.91, 26.87], [6.60, 3.83, 26.84], [5.17, 4.68, 26.40], [5.37, 3.08, 25.83], [4.91, 3.82, 28.81], [4.85, 2.14, 28.26], [6.20, 7.59, 25.66], [7.17, 7.83, 24.19], [6.69, 9.36, 23.34], [6.78, 6.46, 23.06], [8.22, 7.83, 24.46], [14.58, 1.98, 19.56], [14.99, 1.11, 21.06], [16.40, 0.23, 20.71], [13.69, -0.05, 21.49], [15.30, 1.84, 21.81], [9.14, -0.58, 24.97], [9.74, -1.48, 23.62], [10.16, -0.32, 22.29], [8.52, -2.68, 23.05], [10.66, -1.98, 23.94], [6.67, -0.76, 19.94], [5.68, 0.53, 20.65], [5.22, 1.64, 19.40], [6.53, 1.38, 21.90], [4.73, 0.17, 21.05], [17.90, 5.22, 25.35], [17.89, 4.97, 23.87], [19.18, 5.43, 23.32], [17.02, 4.11, 23.21], [17.27, 3.49, 22.20], [18.09, 6.23, 25.71], [18.33, 4.45, 26.00], [16.87, 4.94, 25.55], [19.40, 6.48, 23.53], [19.93, 4.86, 23.88], [19.36, 5.38, 22.25], [16.19, 3.80, 23.86]]
}

=====

2.
{
  "formula": "C45H50N5O",
  "method": "ωB97M-V with the def2-TZVPD basis set",
  "relative_energy_kcal_mol": 36.20,
  "total_charge": 1,
  "lumo_energy_ev": -4.453,
  "homo_lumo_gap_ev": 3.2,
  "homo_energy_ev": -7.7,
  "elements": ["C", "C", "C", "C", "C", "C", "N", "C", "N", "C", "C", "C", "C", "C", "C", "C", "C", "C", "C", "C", "C", "C", "C", "H", "H", "H", "H", "H", "H", "H", "H", "H", "H", "H", "H", "H", "H", "H", "H", "H", "H", "H", "H", "H", "H", "H", "H", "C", "N", "C", "O", "C", "C", "C", "C", "N", "C", "C", "C", "C", "C", "C", "N", "C", "C", "C", "C", "C", "C", "C", "C", "C", "C", "C", "C", "H", "H", "H", "H", "H", "H", "H", "H", "H", "H", "H", "H", "H", "H", "H", "H", "H", "H", "H", "H", "H", "H", "H", "H", "H", "H"],
  "coordinates": [[0.53, 2.74, 6.36], [1.16, 2.45, 5.04], [0.46, 1.72, 4.07], [0.95, 1.60, 2.77], [0.18, 0.83, 1.74], [2.18, 2.18, 2.45], [2.78, 1.96, 1.16], [2.46, 2.43, -0.10], [3.29, 1.76, -0.98], [3.32, 1.92, -2.38], [3.29, 3.24, -2.97], [3.46, 4.41, -2.24], [3.16, 3.27, -4.41], [3.41, 2.15, -5.19], [3.65, 2.23, -6.67], [3.50, 0.90, -4.56], [3.37, 0.77, -3.17], [3.28, -0.62, -2.62], [4.07, 0.85, -0.25], [3.75, 0.97, 1.04], [3.00, 2.73, 3.46], [4.40, 3.17, 3.19], [2.45, 2.90, 4.74], [1.29, 2.85, 7.15], [-0.06, 3.68, 6.34], [-0.16, 1.94, 6.65], [-0.50, 1.28, 4.33], [0.65, -0.16, 1.55], [-0.84, 0.65, 2.12], [0.09, 1.36, 0.79], [3.35, 5.36, -2.77], [2.38, 3.50, -0.30], [3.90, 4.42, -1.25], [2.97, 4.24, -4.89], [3.63, 1.22, -7.10], [2.90, 2.84, -7.18], [4.64, 2.66, -6.89], [3.64, 0.00, -5.16], [2.96, -1.26, -3.45], [4.26, -1.01, -2.29], [2.55, -0.72, -1.81], [4.82, 0.24, -0.72], [4.14, 0.46, 1.92], [4.78, 3.69, 4.07], [5.07, 2.31, 3.00], [4.48, 3.87, 2.34], [3.04, 3.41, 5.50], [-0.88, 8.95, -4.75], [-0.94, 7.53, -4.45], [-1.67, 6.67, -5.22], [-2.19, 6.95, -6.30], [-1.70, 5.35, -4.45], [-1.66, 4.04, -5.26], [-2.56, 4.05, -6.45], [-3.94, 4.00, -6.51], [-4.34, 4.16, -7.82], [-3.22, 4.29, -8.64], [-3.12, 4.60, -9.99], [-1.84, 4.81, -10.52], [-0.70, 4.72, -9.70], [-0.81, 4.44, -8.33], [-2.08, 4.22, -7.80], [-0.60, 5.51, -3.51], [-0.17, 4.48, -2.71], [0.36, 4.63, -1.43], [0.45, 3.62, -0.44], [0.36, 4.19, 0.94], [-0.78, 4.11, 1.77], [-0.79, 4.72, 3.02], [0.33, 5.44, 3.47], [1.48, 5.46, 2.68], [1.46, 4.93, 1.41], [-0.39, 6.94, -3.23], [1.07, 7.37, -3.08], [-1.18, 7.40, -1.99], [-1.40, 9.11, -5.70], [-1.36, 9.55, -3.97], [0.16, 9.28, -4.84], [-2.67, 5.36, -3.89], [-0.63, 3.85, -5.58], [-1.96, 3.24, -4.56], [-4.67, 3.88, -5.70], [-5.30, 4.19, -8.16], [-4.03, 4.68, -10.58], [-1.73, 5.04, -11.58], [0.28, 4.88, -10.14], [0.06, 4.41, -7.66], [-0.30, 3.48, -3.13], [0.77, 5.60, -1.13], [0.03, 2.64, -0.67], [-1.68, 3.58, 1.42], [-1.67, 4.66, 3.66], [0.32, 5.96, 4.43], [2.42, 5.90, 3.04], [2.32, 5.10, 0.75], [1.62, 7.24, -4.02], [1.10, 8.43, -2.78], [1.58, 6.79, -2.31], [-2.25, 7.23, -2.17], [-0.86, 6.84, -1.11], [-0.99, 8.47, -1.84]]
}

=====

3.
{
  "formula": "C33H57IN2O2SiSn",
  "method": "ωB97M-V with the def2-TZVPD basis set",
  "relative_energy_kcal_mol": 26.37,
  "lumo_energy_ev": 0.382,
  "homo_lumo_gap_ev": 7.6,
  "homo_energy_ev": -7.2,
  "elements": ["O", "O", "C", "C", "H", "H", "H", "H", "H", "C", "C", "H", "H", "H", "H", "H", "C", "C", "C", "H", "H", "H", "H", "H", "C", "H", "H", "H", "H", "H", "H", "N", "C", "C", "C", "C", "H", "H", "H", "C", "H", "H", "H", "N", "C", "C", "C", "C", "H", "C", "H", "C", "H", "C", "C", "C", "C", "C", "C", "H", "C", "H", "C", "H", "C", "C", "Sn", "H", "H", "H", "H", "H", "H", "H", "H", "H", "H", "H", "H", "H", "C", "Si", "H", "H", "C", "C", "C", "H", "H", "H", "H", "H", "H", "H", "H", "H", "I"],
  "coordinates": [[1.74, -2.13, -1.72], [0.71, -0.53, -3.43], [2.91, -2.77, -1.19], [2.97, -2.82, 0.32], [3.75, -2.19, -1.60], [2.97, -3.79, -1.61], [2.51, -1.94, 0.79], [4.02, -2.86, 0.63], [2.48, -3.72, 0.70], [0.49, -2.78, -1.37], [0.15, -3.87, -2.35], [-0.26, -1.98, -1.38], [0.56, -3.16, -0.34], [-0.04, -3.46, -3.34], [-0.76, -4.38, -2.01], [0.95, -4.61, -2.42], [-0.47, -0.09, -4.12], [1.83, -0.73, -4.32], [-1.68, -0.65, -3.42], [-0.45, -0.45, -5.17], [-0.48, 1.01, -4.13], [-1.71, -1.74, -3.49], [-2.59, -0.27, -3.89], [-1.71, -0.36, -2.36], [1.76, -2.05, -5.04], [2.73, -0.67, -3.68], [1.88, 0.11, -5.03], [1.81, -2.87, -4.32], [2.61, -2.13, -5.72], [0.84, -2.12, -5.62], [1.14, -0.43, -1.75], [-0.66, -0.27, 3.18], [-1.44, 0.30, 4.12], [-2.17, 1.47, 3.92], [-2.46, 2.11, 2.71], [-1.58, -0.41, 5.44], [-0.61, -0.74, 5.83], [-2.24, -1.29, 5.36], [-2.02, 0.28, 6.17], [-3.69, 2.97, 2.62], [-4.37, 2.63, 1.82], [-3.43, 4.02, 2.43], [-4.22, 2.91, 3.57], [-1.69, 2.00, 1.63], [-0.28, -1.64, 3.24], [1.03, -2.00, 3.62], [2.01, -1.00, 4.14], [1.41, -3.34, 3.53], [2.43, -3.61, 3.82], [0.52, -4.31, 3.07], [0.84, -5.35, 2.99], [-0.79, -3.95, 2.74], [-1.51, -4.70, 2.40], [-1.21, -2.63, 2.84], [-2.63, -2.26, 2.52], [-2.03, 2.60, 0.37], [-1.51, 3.87, 0.04], [-0.92, 4.75, 1.10], [-1.56, 4.29, -1.28], [-1.11, 5.24, -1.55], [-2.19, 3.50, -2.25], [-2.23, 3.84, -3.29], [-2.80, 2.30, -1.89], [-3.35, 1.70, -2.63], [-2.71, 1.82, -0.59], [-3.28, 0.49, -0.21], [0.36, 1.16, 1.78], [2.77, -0.74, 3.38], [2.57, -1.43, 4.99], [1.55, -0.07, 4.48], [-2.70, -1.39, 1.85], [-3.20, -2.03, 3.43], [-3.12, -3.10, 2.03], [-0.46, 5.63, 0.63], [-0.14, 4.25, 1.70], [-1.68, 5.10, 1.81], [-3.85, 0.53, 0.74], [-2.50, -0.28, -0.09], [-3.97, 0.14, -0.99], [-2.71, 1.83, 4.79], [1.12, 0.42, -0.89], [2.25, 1.86, -1.44], [0.06, 0.70, -0.80], [1.51, -0.11, 0.00], [3.95, 1.15, -1.82], [2.48, 3.24, -0.19], [1.51, 2.71, -2.95], [2.00, 3.69, -3.07], [0.43, 2.89, -2.84], [1.67, 2.14, -3.87], [4.58, 1.22, -0.93], [4.42, 1.73, -2.63], [3.90, 0.10, -2.13], [2.61, 2.89, 0.85], [1.65, 3.96, -0.21], [3.40, 3.79, -0.46], [1.34, 2.92, 3.72]]
}

=====

4.
{
  "formula": "C6H13N3O4",
  "method": "ωB97M-V with the def2-TZVPD basis set",
  "relative_energy_kcal_mol": 13.98,
  "lumo_energy_ev": 0.737,
  "homo_lumo_gap_ev": 9.5,
  "homo_energy_ev": -8.8,
  "elements": ["C", "C", "C", "C", "C", "C", "N", "N", "N", "O", "O", "O", "O", "H", "H", "H", "H", "H", "H", "H", "H", "H", "H", "H", "H", "H"],
  "coordinates": [[0.99, 0.03, 2.19], [1.16, -2.28, 1.77], [1.99, -3.42, 2.11], [-2.68, 1.74, -0.60], [-1.01, 2.15, -2.61], [-1.49, 1.20, -1.51], [-0.45, 1.07, -0.58], [1.45, 0.08, -0.18], [0.43, 0.33, -0.78], [0.40, -0.37, -2.03], [1.51, -1.25, 2.54], [1.63, 0.65, 1.13], [0.28, -2.22, 0.97], [-0.07, 0.02, 1.97], [1.12, 0.73, 3.14], [2.87, -3.24, 1.40], [1.50, -4.27, 1.70], [2.24, -3.29, 3.18], [-2.73, 1.04, 0.23], [-2.35, 2.74, -0.15], [-3.63, 2.08, -1.12], [-1.83, 2.75, -3.05], [-0.53, 1.47, -3.33], [-0.24, 2.81, -2.23], [-1.79, 0.28, -2.06], [1.27, -0.85, -2.10]]
}

=====

5.
{
  "formula": "C10H6ClNO4",
  "method": "ωB97M-V with the def2-TZVPD basis set",
  "lumo_energy_ev": -1.617,
  "homo_lumo_gap_ev": 7.7,
  "homo_energy_ev": -9.3,
  "elements": ["C", "C", "C", "O", "C", "O", "C", "C", "N", "C", "Cl", "C", "C", "O", "C", "O", "H", "H", "H", "H", "H", "H"],
  "coordinates": [[3.46, 0.16, -0.05], [1.96, 0.06, -0.02], [1.36, -1.14, -0.42], [2.14, -2.17, -0.97], [-0.10, -1.29, -0.38], [-0.58, -2.41, -0.56], [-0.95, -0.12, -0.09], [-0.35, 1.02, 0.40], [-1.35, 1.93, 0.75], [-2.58, 1.38, 0.45], [-4.13, 2.06, 0.91], [-2.38, 0.09, -0.06], [-3.41, -0.93, -0.39], [-4.57, -0.79, 0.02], [1.09, 1.18, 0.47], [1.55, 2.25, 0.78], [3.82, 0.86, -0.82], [3.80, 0.56, 0.91], [3.94, -0.79, -0.23], [1.56, -2.95, -0.98], [-1.20, 2.84, 1.19], [-3.09, -1.80, -0.89]]
}